a.
Molecular formula: C5H9ClN2
Method: DFT, ωB97M-V with the def2-TZVPD basis set

Values from the calculation:
* highest occupied orbital energy (alpha / beta): -0.2783 / -0.3054 hartree
* total charge: 0

Positions of all 17 atoms, in Å:
C1 0.32 -0.14 0.72
C2 1.22 -0.49 -0.14
C3 -1.70 -0.74 -0.70
C4 -1.51 1.62 0.14
C5 -1.23 0.12 0.42
N1 3.98 -0.61 -0.01
N2 3.47 -0.73 1.08
Cl1 1.86 -0.86 -1.59
H1 0.54 0.02 1.81
H2 -2.58 -0.40 -1.14
H3 -0.88 -1.04 -1.39
H4 -1.97 -1.75 -0.30
H5 -1.03 2.28 0.83
H6 -0.99 2.03 -0.83
H7 -2.59 1.80 0.02
H8 -1.80 -0.20 1.24
H9 4.92 -0.91 -0.13

b.
Molecular formula: C5H9ClN2
Method: DFT, ωB97M-V with the def2-TZVPD basis set

Values from the calculation:
* highest occupied orbital energy: -0.3636 hartree
* SMILES: CC(C)(C)N(Cl)C#N
* total charge: 0

Positions of all 17 atoms, in Å:
C1 0.41 0.65 -1.26
C2 0.16 0.03 0.18
C3 0.72 0.99 1.29
C4 0.64 -1.42 0.35
N1 -1.29 -0.12 0.28
Cl1 -2.26 1.36 0.34
C5 -1.78 -0.93 -0.70
N2 -2.25 -1.56 -1.54
H1 -0.28 0.15 -1.91
H2 0.07 1.68 -1.21
H3 1.43 0.60 -1.55
H4 -0.01 0.82 2.16
H5 0.43 2.10 1.01
H6 1.70 0.74 1.35
H7 0.36 -2.07 -0.55
H8 1.74 -1.34 0.50
H9 0.21 -1.69 1.25

It is b that is most stable; the runner-up trails by 0.1172 hartree.

a.
Molecular formula: C3H3F3O
Method: DFT, ωB97M-V with the def2-TZVPD basis set

Values from the calculation:
* highest occupied orbital energy: -0.3951 hartree
* SMILES: OC(F)F.C#CF
* total charge: 0

Positions of all 10 atoms, in Å:
O1 0.96 0.27 0.57
C1 1.84 0.08 -0.40
F1 3.00 -0.41 0.05
F2 1.46 -0.68 -1.46
H1 0.66 -0.58 1.13
H2 2.00 1.03 -0.87
C2 -2.59 0.43 0.78
C3 -2.36 -0.32 -0.11
F3 -2.11 -0.98 -1.18
H3 -2.85 1.18 1.47

b.
Molecular formula: C3H3F3O
Method: DFT, ωB97M-V with the def2-TZVPD basis set

Values from the calculation:
* highest occupied orbital energy: -0.3848 hartree
* total charge: 0

Positions of all 10 atoms, in Å:
C1 -1.43 -0.20 -0.74
C2 1.28 -0.15 0.22
C3 -0.14 0.44 0.59
O1 -2.58 -0.01 -0.81
F1 -0.79 -0.91 -1.67
F2 -0.69 -0.18 1.65
F3 -0.22 1.71 0.72
H1 2.02 0.56 0.45
H2 1.24 -0.10 -0.93
H3 1.31 -1.17 0.51

It is b that is most stable; the runner-up trails by 0.0649 hartree.

a.
Molecular formula: C3H3F3O
Method: DFT, ωB97M-V with the def2-TZVPD basis set

Values from the calculation:
* highest occupied orbital energy: -0.3888 hartree
* SMILES: F[C@@H]1OCC1(F)F
* total charge: 0

Positions of all 10 atoms, in Å:
F1 2.23 -1.40 0.16
C1 1.12 -0.89 0.62
O1 -0.40 -1.11 -0.21
C2 -0.59 0.30 -0.34
C3 0.87 0.59 0.11
F2 1.73 0.72 -0.96
F3 1.12 1.64 0.91
H1 0.95 -1.30 1.65
H2 -1.26 0.72 0.52
H3 -1.05 0.48 -1.30

b.
Molecular formula: C3H3F3O
Method: DFT, ωB97M-V with the def2-TZVPD basis set

Values from the calculation:
* highest occupied orbital energy: -0.4825 hartree
* total charge: 0

Positions of all 10 atoms, in Å:
C1 2.06 1.56 0.16
C2 -0.32 0.24 -1.91
C3 0.04 -1.27 -1.90
O1 2.30 1.09 -0.83
F1 1.38 -1.56 -2.19
F2 -0.23 -1.81 -0.66
F3 -0.77 -1.94 -2.72
H1 -0.32 0.32 -2.84
H2 0.48 0.93 -1.87
H3 -1.18 0.78 -1.45

It is b that is most stable; the runner-up trails by 0.0364 hartree.